[1]
This record from the Open Molecules 2025 dataset describes a structure of composition C8H10I3N2O. The level of theory is ωB97M-V with the def2-TZVPD basis set.

CARTESIAN COORDINATES (ANGSTROEM)
C -2.25 -1.13 0.18
C -3.08 -0.12 -0.14
C -2.71 1.22 -0.55
C 1.12 0.18 -1.19
C -0.74 -1.08 -0.02
C -1.38 1.24 -1.21
C -0.14 0.32 -0.26
C 2.29 -0.45 -0.44
N -3.56 2.13 -0.49
N 0.02 1.00 1.04
O 1.09 0.61 -2.30
I -5.06 -0.63 0.35
I -0.50 -2.44 -1.84
I -0.45 3.26 -1.39
H -2.58 -2.14 0.66
H -0.14 -1.72 0.67
H -1.24 0.84 -2.24
H 2.05 -1.06 0.46
H 3.04 0.09 0.05
H 2.75 -1.13 -1.14
H -3.40 3.12 -0.63
H -0.64 1.77 1.07
H 0.98 1.09 0.96
H -0.24 0.28 1.74

Computed properties:
Max |F|: 6.3 eV/Å
HOMO-LUMO gap: 7.6861 eV
Charge: +1
2S+1: 1
Relative energy (zero: lowest compared OMol25 entry of this formula, charge and spin): 82.7 kJ/mol
HOMO: -12.06 eV
Lowest unoccupied orbital energy: -4.38 eV

Here are the natural (NBO) charges for atoms 1 to 4, given in e: number 1, C, carries -0.26; number 2, C, carries -0.18; number 3, C, carries 0.08; number 4, C, carries 0.60

[2]
This record from the Open Molecules 2025 dataset describes a structure of composition C8H10MnN2S. The level of theory is ωB97M-V with the def2-TZVPD basis set.

CARTESIAN COORDINATES (ANGSTROEM)
C -0.04 0.92 -1.95
C -1.37 0.43 -1.72
C -1.32 -1.01 -1.63
C 0.03 -1.42 -1.87
C 0.85 -0.24 -2.02
Mn -0.10 -0.13 -0.15
N 0.94 1.18 0.70
C -0.14 1.64 1.53
C -1.35 0.95 0.89
H -2.16 -1.68 -1.53
H -2.29 1.00 -1.72
H 0.38 -2.45 -1.97
H 1.92 -0.24 -2.22
H 0.25 1.94 -2.12
H -1.95 1.62 0.27
H -0.32 2.74 1.53
H 1.88 1.43 0.99
H -1.98 0.35 1.56
H -0.02 1.35 2.61
S 0.29 -2.04 1.06
C 1.61 -1.95 2.08
N 2.53 -1.92 2.83

Computed properties:
Expectation value of S²: 3.8630
Max |F|: 3.7 eV/Å
HOMO-LUMO gap (spin up / spin down): 7.7966 / 8.1938 eV
Charge: 0
2S+1: 4
Relative energy (zero: lowest compared OMol25 entry of this formula, charge and spin): 0.0 kJ/mol
HOMO (spin up / spin down): -8.41 / -8.55 eV
Lowest unoccupied orbital energy (spin up / spin down): -0.62 / -0.35 eV

Here are the natural (NBO) charges for atoms 1 to 4, given in e: number 1, C, carries -0.24; number 2, C, carries -0.24; number 3, C, carries -0.32; number 4, C, carries -0.21

[3]
This record from the Open Molecules 2025 dataset describes the molecule C8H10N2O. The level of theory is ωB97M-V with the def2-TZVPD basis set.

CARTESIAN COORDINATES (ANGSTROEM)
C 1.20 1.28 0.29
C 0.50 1.61 -0.94
C 0.13 1.51 1.42
C 0.51 0.16 0.94
C -1.26 1.80 0.53
C -0.79 1.80 -0.90
C -0.16 -0.90 0.48
C 0.78 -2.90 -0.06
N 2.41 1.30 -0.38
N 1.77 1.66 -1.63
O 0.27 -1.65 -0.51
H 0.29 1.78 2.39
H -1.81 0.96 0.80
H -1.60 2.75 0.94
H -1.45 2.20 -1.61
H -0.99 -1.37 1.06
H -0.09 -3.66 -0.07
H 0.89 -2.78 1.03
H 1.75 -3.13 -0.50
H 3.24 1.92 -0.10
H 1.89 0.92 -2.32

Computed properties:
Max |F|: 5.3 eV/Å
HOMO-LUMO gap: 8.5836 eV
Charge: 0
2S+1: 1
Relative energy (zero: lowest compared OMol25 entry of this formula, charge and spin): 796.7 kJ/mol
HOMO: -7.56 eV
Lowest unoccupied orbital energy: 1.02 eV
SMILES string: CO/C=C1/[C@@H]2CC=C3NN[C@@]312

Here are the natural (NBO) charges for atoms 1 to 4, given in e: number 1, C, carries -0.01; number 2, C, carries 0.21; number 3, C, carries -0.20; number 4, C, carries -0.10

[4]
This record from the Open Molecules 2025 dataset describes a cluster of 3 separate species, C8H10N2O2 in total. The level of theory is ωB97M-V with the def2-TZVPD basis set.

CARTESIAN COORDINATES (ANGSTROEM)
C 2.23 -1.09 0.66
C 0.92 -1.34 0.78
C 1.84 1.34 0.31
C 0.41 1.05 0.59
C 1.16 -0.22 -1.21
C 2.35 0.07 -0.31
C -2.44 -0.98 -0.65
C 0.21 -0.37 -0.02
N -5.47 0.44 -0.57
N -4.83 0.55 0.32
O -2.98 -1.86 -0.08
O -4.15 0.66 1.25
H 3.21 -1.53 1.08
H 0.45 -2.13 1.38
H 1.84 2.21 -0.38
H 2.41 1.55 1.22
H 0.27 1.02 1.72
H -0.29 1.71 0.14
H 1.05 0.64 -1.77
H 1.25 -1.17 -1.85
H 3.17 0.14 -0.97
H -2.61 -0.68 -1.63

Computed properties:
Max |F|: 4.0 eV/Å
HOMO-LUMO gap (spin up / spin down): 8.5051 / 8.3833 eV
Charge: 0
2S+1: 1
Relative energy (zero: lowest compared OMol25 entry of this formula, charge and spin): 813.1 kJ/mol
HOMO (spin up / spin down): -8.17 / -8.28 eV
Lowest unoccupied orbital energy (spin up / spin down): 0.33 / 0.10 eV

Here are the natural (NBO) charges for atoms 1 to 4, given in e: number 1, C, carries -0.20; number 2, C, carries -0.28; number 3, C, carries -0.41; number 4, C, carries -0.47

[5]
This record from the Open Molecules 2025 dataset describes the molecule C8H10N2O2. The level of theory is ωB97M-V with the def2-TZVPD basis set.

CARTESIAN COORDINATES (ANGSTROEM)
C -2.92 -0.65 0.21
C -1.63 -0.16 -0.12
C -0.50 -0.85 -0.03
C -1.55 1.32 -0.30
C 0.79 0.72 -0.39
C 0.01 -2.20 0.05
C 1.33 0.56 -1.78
C 1.26 0.39 1.81
N -4.00 -0.89 0.54
N -0.27 1.67 -0.20
O -2.50 2.04 -0.27
O 1.77 0.68 0.54
H -0.59 -3.06 -0.35
H 0.10 -2.36 1.18
H 0.98 -2.20 -0.27
H 1.98 -0.30 -1.93
H 1.93 1.33 -2.23
H 0.62 0.46 -2.57
H 1.15 -0.69 1.83
H 0.31 0.84 1.87
H 1.74 0.73 2.71
H -0.02 2.63 -0.28

Computed properties:
Max |F|: 4.8 eV/Å
HOMO-LUMO gap: 9.9734 eV
Charge: 0
2S+1: 1
Relative energy (zero: lowest compared OMol25 entry of this formula, charge and spin): 354.2 kJ/mol
HOMO: -9.65 eV
Lowest unoccupied orbital energy: 0.33 eV

Here are the natural (NBO) charges for atoms 1 to 4, given in e: number 1, C, carries 0.27; number 2, C, carries -0.36; number 3, C, carries 0.17; number 4, C, carries 0.68

[6]
This record from the Open Molecules 2025 dataset describes a cluster of 2 separate species, C8H10N2O3 in total. The level of theory is ωB97M-V with the def2-TZVPD basis set.

CARTESIAN COORDINATES (ANGSTROEM)
C -2.02 1.27 0.67
C -2.14 -1.00 0.51
C -0.65 1.24 0.39
C -0.80 -1.18 0.10
C -0.17 0.06 -0.01
C 0.11 2.55 0.37
C -0.32 -2.52 -0.32
C 2.08 -0.38 -0.67
N -2.70 0.12 0.79
N 2.22 -0.49 0.69
O 1.86 -1.54 1.25
O 2.76 0.45 1.29
O 2.77 0.69 -1.14
H -2.67 2.06 0.61
H -2.91 -1.91 0.52
H 0.96 2.42 -0.40
H -0.37 3.32 -0.04
H 0.43 2.72 1.34
H -0.03 -2.85 -1.34
H 0.54 -2.63 0.31
H -1.05 -3.30 -0.04
H 1.77 -1.08 -1.48
H 3.08 1.33 -0.42

Computed properties:
Max |F|: 5.3 eV/Å
HOMO-LUMO gap (spin up / spin down): 7.4729 / 7.6013 eV
Charge: 0
2S+1: 1
Relative energy (zero: lowest compared OMol25 entry of this formula, charge and spin): 787.3 kJ/mol
HOMO (spin up / spin down): -8.80 / -8.82 eV
Lowest unoccupied orbital energy (spin up / spin down): -1.32 / -1.22 eV

Here are the natural (NBO) charges for atoms 1 to 4, given in e: number 1, C, carries 0.04; number 2, C, carries 0.05; number 3, C, carries -0.16; number 4, C, carries -0.12

[7]
This record from the Open Molecules 2025 dataset describes the molecule C8H10N2O3S. The level of theory is ωB97M-V with the def2-TZVPD basis set.

CARTESIAN COORDINATES (ANGSTROEM)
C -1.88 -0.79 -0.51
C -2.21 -0.06 0.56
C -0.07 -0.73 1.03
C 2.47 0.93 -2.13
C 0.61 -3.11 -1.56
C 0.13 -2.22 -0.88
C 1.16 0.83 -1.77
C -1.11 0.82 2.56
N -0.50 -1.27 -0.20
N -1.23 -0.13 1.51
O -0.52 1.88 0.01
O 1.12 0.16 0.82
O 1.80 2.48 0.07
S 0.83 1.46 -0.15
H -2.18 -0.84 -1.54
H -3.11 0.45 0.81
H 0.53 -1.40 1.78
H 2.83 0.65 -3.10
H 3.23 1.42 -1.61
H 0.37 0.26 -2.19
H 0.91 -3.86 -2.22
H -0.18 1.37 2.44
H -1.90 1.58 2.79
H -1.08 0.15 3.47

Computed properties:
Expectation value of S²: 2.0159
Max |F|: 7.1 eV/Å
HOMO-LUMO gap (spin up / spin down): 3.3122 / 4.2659 eV
Charge: 0
2S+1: 3
Relative energy (zero: lowest compared OMol25 entry of this formula, charge and spin): 19.6 kJ/mol
HOMO (spin up / spin down): -3.32 / -7.85 eV
Lowest unoccupied orbital energy (spin up / spin down): -0.01 / -3.59 eV

Here are the natural (NBO) charges for atoms 1 to 4, given in e: number 1, C, carries 0.01; number 2, C, carries 0.10; number 3, C, carries 0.37; number 4, C, carries -0.57

[8]
This record from the Open Molecules 2025 dataset describes a structure of composition C8H10N2O8P2PbS4. The level of theory is ωB97M-V with the def2-TZVPD basis set.

CARTESIAN COORDINATES (ANGSTROEM)
Pb 0.77 -0.38 -1.45
C -3.50 -0.05 0.35
C -2.60 0.07 1.59
O -3.38 0.14 2.78
P -1.52 -1.38 1.70
O -2.43 -2.65 2.10
O -0.68 -1.21 3.03
O -0.80 -1.65 0.44
P -1.62 1.66 1.46
O -0.26 1.32 2.32
O -2.45 2.60 2.28
O -1.23 1.91 0.05
H -4.14 -0.93 0.44
H -2.90 -0.11 -0.55
H -4.13 0.84 0.30
H -3.36 1.09 2.99
H -2.40 -3.26 1.35
H -0.36 -0.28 3.05
H 0.54 1.34 1.73
S 2.28 -2.56 -0.88
C 2.79 -2.59 -2.53
S 2.31 -1.30 -3.59
C 3.56 -3.65 -3.01
C 3.99 -3.73 -4.37
N 4.36 -3.84 -5.45
C 3.97 -4.73 -2.18
N 4.32 -5.63 -1.55
C 0.63 4.59 -0.05
O 1.42 3.48 0.40
C 1.70 2.52 -0.48
S 1.48 2.69 -2.12
S 2.32 1.10 0.28
H 0.43 5.17 0.85
H -0.30 4.21 -0.48
H 1.18 5.18 -0.78

Computed properties:
Max |F|: 0.2 eV/Å
HOMO-LUMO gap: 7.2180 eV
Charge: -2
2S+1: 1
Relative energy (zero: lowest compared OMol25 entry of this formula, charge and spin): 0.0 kJ/mol
HOMO: -2.66 eV
Lowest unoccupied orbital energy: 4.56 eV

Here are the natural (NBO) charges for atoms 1 to 4, given in e: number 1, Pb, carries 1.09; number 2, C, carries -0.63; number 3, C, carries -0.51; number 4, O, carries -0.75

[9]
This record from the Open Molecules 2025 dataset describes the ion C8H10N2OP with charge +1. The level of theory is ωB97M-V with the def2-TZVPD basis set.

CARTESIAN COORDINATES (ANGSTROEM)
C -2.63 -0.74 -2.06
C -1.61 -1.39 -1.21
C -3.25 0.49 -2.04
C -0.75 -1.08 -0.14
C -2.57 1.50 -1.37
C -0.05 0.20 0.26
C 2.23 -1.09 1.87
C 2.07 1.96 1.21
N -0.53 1.37 -0.05
N -1.70 1.52 -0.58
O 2.47 -0.21 -0.59
P 1.88 0.20 0.64
H -3.03 -1.57 -2.61
H -1.78 -2.40 -1.37
H -4.12 0.76 -2.58
H -0.22 -1.83 0.40
H 3.31 -1.44 1.59
H 2.17 -0.87 2.87
H 1.56 -1.83 1.78
H 1.43 2.41 0.55
H 1.98 1.85 2.33
H 3.13 2.20 1.09

Computed properties:
Max |F|: 5.2 eV/Å
HOMO-LUMO gap (spin up / spin down): 7.0215 / 7.0230 eV
Charge: +1
2S+1: 1
Relative energy (zero: lowest compared OMol25 entry of this formula, charge and spin): 183.5 kJ/mol
HOMO (spin up / spin down): -13.65 / -13.65 eV
Lowest unoccupied orbital energy (spin up / spin down): -6.63 / -6.63 eV
SMILES string: CP(C)(=O)/C1=C/C=C\C=C=[N+]=N1

Here are the natural (NBO) charges for atoms 1 to 4, given in e: number 1, C, carries -0.02; number 2, C, carries -0.18; number 3, C, carries -0.35; number 4, C, carries -0.20

[10]
This record from the Open Molecules 2025 dataset describes a structure of composition C8H10N2PdS. The level of theory is ωB97M-V with the def2-TZVPD basis set.

CARTESIAN COORDINATES (ANGSTROEM)
C 1.63 -0.27 -1.30
C 1.37 -1.58 -0.77
C 1.56 -1.54 0.65
C 1.99 -0.21 1.00
C 2.02 0.58 -0.20
Pd -0.24 -0.03 0.07
N -0.51 1.71 -0.85
C -1.72 0.61 -1.23
C -1.78 -0.81 -0.85
H 1.46 -2.38 1.33
H 1.08 -2.45 -1.36
H 2.27 0.13 1.99
H 2.31 1.62 -0.26
H 1.58 0.03 -2.34
H -1.49 -1.51 -1.64
H -2.65 1.09 -0.89
H -0.98 2.23 -0.10
H -2.60 -1.06 -0.18
H -1.64 0.61 -2.33
S -1.70 1.45 4.41
C -1.17 1.03 2.97
N -0.78 0.75 1.88

Computed properties:
Expectation value of S²: 6.0256
Max |F|: 6.2 eV/Å
HOMO-LUMO gap (spin up / spin down): 7.8203 / 5.0069 eV
Charge: 0
2S+1: 5
Relative energy (zero: lowest compared OMol25 entry of this formula, charge and spin): 0.0 kJ/mol
HOMO (spin up / spin down): -7.08 / -8.08 eV
Lowest unoccupied orbital energy (spin up / spin down): 0.74 / -3.08 eV

Here are the natural (NBO) charges for atoms 1 to 4, given in e: number 1, C, carries -0.28; number 2, C, carries -0.27; number 3, C, carries -0.24; number 4, C, carries -0.26

[11]
This record from the Open Molecules 2025 dataset describes the molecule C8H10N4O3. The level of theory is ωB97M-V with the def2-TZVPD basis set.

CARTESIAN COORDINATES (ANGSTROEM)
O 4.19 3.75 1.45
O 2.03 0.59 3.52
O -2.69 -1.68 -2.00
C 3.39 2.81 1.37
C 2.17 1.22 2.52
C 2.61 2.55 0.20
C 1.35 0.94 1.38
C 1.58 1.62 0.22
C 0.15 0.34 1.24
N -0.44 -0.17 2.26
N 3.19 2.01 2.41
N 0.76 1.13 -0.77
N -0.21 0.32 -0.12
C -2.11 -0.67 -1.14
C -0.66 -0.96 -0.78
H -2.91 -2.48 -1.38
H 2.85 3.05 -0.68
H -1.05 -1.00 2.18
H -0.04 -0.02 3.20
H 3.51 2.41 3.27
H 1.24 0.74 -1.57
H -2.67 -0.51 -0.21
H -2.23 0.24 -1.58
H -0.11 -1.16 -1.63
H -0.64 -1.83 -0.11

Computed properties:
Max |F|: 4.5 eV/Å
HOMO-LUMO gap: 7.6518 eV
Charge: 0
2S+1: 1
Relative energy (zero: lowest compared OMol25 entry of this formula, charge and spin): 130.8 kJ/mol
HOMO: -7.63 eV
Lowest unoccupied orbital energy: 0.02 eV
SMILES string: Nc1c2c(=O)[nH]c(=O)cc-2[nH]n1CCO

Here are the natural (NBO) charges for atoms 1 to 4, given in e: number 1, O, carries -0.63; number 2, O, carries -0.65; number 3, O, carries -0.71; number 4, C, carries 0.63